DFT (the ωB97M-V functional and the def2-TZVPD basis) results for 2 unconnected molecules or ions with the total composition C4H13NO2P in a non-equilibrium geometry.

```
21
C4H13NO2P the ωB97M-V functional and the def2-TZVPD basis
C -0.94 0.26 -1.48
C 0.04 -1.87 -1.96
C -0.89 2.08 2.30
C 1.41 -0.03 -1.42
N 0.23 -0.49 -1.67
O 0.08 -1.28 1.94
O -0.23 1.22 1.38
P 0.90 0.08 1.50
H -0.89 1.32 -1.81
H -1.58 -0.22 -2.13
H -1.05 0.39 -0.41
H 0.96 -2.48 -1.78
H -0.69 -2.11 -1.17
H -0.19 -2.10 -2.97
H -1.88 1.74 2.15
H -0.86 3.14 1.99
H -0.57 1.98 3.34
H 1.73 0.86 -0.98
H 2.32 -0.65 -1.68
H 0.39 -2.20 2.12
H 1.68 0.36 2.75
```

Maximum force = 4.699 eV/A
E_tot = -706.47956 a.u.
Total charge = +1
HOMO energy = -12.49 eV
Gap between HOMO and LUMO = 0.3064 hartree
2S+1 = 1
Energy relative to the best compared isomer or geometry (same formula, charge and spin) = 145.04 kJ/mol
M = 138.13 g mol⁻¹

Löwdin atomic charge list, values in e, 8 entries: atom 1 (C): -0.014, atom 2 (C): -0.009, atom 3 (C): -0.091, atom 4 (C): 0.099, atom 5 (N): -0.260, atom 6 (O): -0.322, atom 7 (O): -0.470, atom 8 (P): 0.826



DFT (the ωB97M-V functional and the def2-TZVPD basis) results for a molecular structure, C36H64BMnN11S3Si2Te in a non-equilibrium geometry.

```
119
C36H64BMnN11S3Si2Te the ωB97M-V functional and the def2-TZVPD basis
Mn -0.16 -1.11 0.39
C -1.74 1.09 -4.21
C -1.75 1.49 -2.76
C -2.52 2.55 -2.35
C -2.64 2.83 -0.97
N -1.90 2.28 -0.04
N -0.92 1.38 -0.57
B 0.27 1.33 0.26
N 1.68 1.38 -0.37
N 1.68 2.40 -1.32
C 2.74 2.55 -2.05
C 3.82 1.63 -1.94
C 3.67 0.49 -1.19
C 4.73 -0.60 -1.28
C 2.54 0.33 -0.36
S 2.20 -1.17 0.40
C 2.67 3.71 -3.02
C 1.29 4.39 -3.08
C 3.70 4.69 -2.48
C 3.19 3.22 -4.41
N 0.25 1.86 1.65
N 0.55 3.25 1.65
C 0.56 3.84 2.83
C 0.45 3.05 4.05
C 0.25 1.68 4.02
C -0.04 0.84 5.27
C 0.23 1.10 2.74
S -0.10 -0.61 2.74
C 0.95 5.30 2.90
C -0.20 6.03 3.66
C 1.34 5.96 1.56
C 2.20 5.37 3.82
C -0.99 0.76 -1.80
S -0.17 -0.74 -2.02
C -3.73 3.79 -0.51
C -5.12 3.11 -0.62
C -3.82 4.98 -1.55
C -3.42 4.26 0.89
H -2.68 1.27 -4.71
H -0.99 1.64 -4.77
H -1.53 0.02 -4.34
H -3.03 3.16 -3.05
H 4.75 1.85 -2.47
H 5.50 -0.23 -1.95
H 5.21 -0.84 -0.32
H 4.34 -1.54 -1.66
H 1.05 4.66 -2.06
H 1.32 5.29 -3.71
H 0.49 3.70 -3.48
H 3.49 5.00 -1.45
H 4.71 4.23 -2.47
H 3.85 5.60 -3.06
H 2.56 2.39 -4.78
H 3.12 4.00 -5.19
H 4.23 2.90 -4.37
H 0.55 3.56 4.97
H -0.09 1.46 6.19
H -0.98 0.33 5.14
H 0.74 0.13 5.43
H -1.15 6.02 3.08
H -0.48 5.49 4.56
H 0.03 7.07 3.94
H 0.67 5.63 0.76
H 1.35 7.06 1.64
H 2.30 5.59 1.25
H 2.10 4.96 4.78
H 3.04 4.81 3.41
H 2.49 6.40 4.02
H -5.35 2.66 -1.61
H -5.16 2.33 0.15
H -5.91 3.79 -0.43
H -4.27 4.66 -2.49
H -4.34 5.85 -1.18
H -2.80 5.32 -1.72
H -3.30 3.40 1.54
H -2.52 4.87 0.97
H -4.22 4.88 1.36
N -5.16 -2.70 -0.65
N -4.10 -2.18 0.05
N -4.17 -1.50 1.22
C -2.89 -1.25 1.47
N -2.07 -1.78 0.54
N -2.86 -2.36 -0.39
H -6.04 -2.18 -0.32
H -5.01 -2.82 -1.65
H -2.48 -0.82 2.36
C -3.38 -7.70 -0.34
Si -2.30 -6.32 -1.20
C -1.06 -7.22 -2.30
C -3.46 -5.26 -2.21
C -1.30 -5.41 0.10
Te 0.63 -4.69 -0.42
C 1.40 -5.60 1.40
Si 3.11 -6.25 1.45
C 3.82 -6.44 3.25
C 4.38 -5.17 0.50
C 3.00 -8.10 0.92
H -4.04 -8.16 -1.04
H -3.91 -7.25 0.52
H -2.81 -8.53 0.08
H -1.63 -7.80 -3.04
H -0.47 -7.88 -1.67
H -0.46 -6.45 -2.82
H -4.16 -4.68 -1.59
H -4.13 -5.83 -2.82
H -2.97 -4.49 -2.80
H -1.12 -5.99 1.03
H -1.90 -4.48 0.40
H 0.62 -6.35 1.74
H 1.40 -4.75 2.12
H 4.20 -5.50 3.65
H 4.67 -7.13 3.25
H 3.11 -6.82 4.00
H 4.64 -4.28 1.11
H 3.92 -4.83 -0.42
H 5.32 -5.59 0.28
H 2.28 -8.65 1.51
H 3.92 -8.68 0.98
H 2.61 -8.24 -0.13
```

Maximum force = 4.584 eV/A
E_tot = -5228.98450 a.u.
Total charge = +3
HOMO energy (alpha / beta) = -16.09 / -15.52 eV
Gap between HOMO and LUMO (alpha / beta) = 0.2590 / 0.1853 hartree
2S+1 = 5
M = 996.71 g mol⁻¹
<S²> = 6.220

Löwdin atomic charge list, values in e, 8 entries: atom 1 (Mn): 0.154, atom 2 (C): -0.022, atom 3 (C): -0.210, atom 4 (C): 0.098, atom 5 (C): -0.190, atom 6 (N): 0.233, atom 7 (N): 0.032, atom 8 (B): -0.569



DFT (the ωB97M-V functional and the def2-TZVPD basis) results for a gas-phase ion, C7H11N2O3 (charge +1) in a non-equilibrium geometry.

```
23
C7H11N2O3 the ωB97M-V functional and the def2-TZVPD basis
C 2.23 -0.93 -1.70
C 1.33 0.31 -1.65
C 0.54 0.36 -0.42
C -0.72 0.86 -0.25
C -1.37 0.65 0.98
C -2.66 0.98 1.36
O -3.54 1.76 0.76
C -3.12 0.24 2.65
N -2.56 -0.77 3.25
N -4.45 0.60 3.23
O -4.96 1.62 2.89
O -4.85 -0.21 4.03
H 2.92 -0.94 -0.86
H 2.81 -0.93 -2.61
H 1.63 -1.84 -1.67
H 0.69 0.36 -2.54
H 1.97 1.19 -1.68
H 1.03 -0.08 0.45
H -1.23 1.33 -1.08
H -0.79 0.12 1.71
H -3.17 2.26 0.03
H -1.69 -1.21 3.00
H -3.12 -1.16 4.02
```

Maximum force = 4.037 eV/A
SMILES string = CC/C=C/C=C(\O)C(=[NH2+])[N+](=O)[O-]
E_tot = -608.13836 a.u.
Total charge = +1
HOMO energy (alpha / beta) = -12.62 / -12.62 eV
Gap between HOMO and LUMO (alpha / beta) = 0.2348 / 0.2350 hartree
2S+1 = 1
Energy relative to the best compared isomer or geometry (same formula, charge and spin) = 441.60 kJ/mol
M = 171.18 g mol⁻¹

Löwdin atomic charge list, values in e, 8 entries: atom 1 (C): -0.089, atom 2 (C): -0.235, atom 3 (C): -0.044, atom 4 (C): -0.057, atom 5 (C): -0.005, atom 6 (C): -0.222, atom 7 (O): 0.105, atom 8 (C): -0.015



Q: E_tot of number 3 (C7H11N2O3)?
A: -608.13836 a.u.



Q: Among the records above, which one has the lowest M?
A: C4H13NO2P